Model a:
The following is a DFT calculation (ωB97M-V/def2-TZVPD) of 2 unconnected molecules or ions with the total composition C6H13N4O4.

The geometry in ORCA input format:
```
! wB97M-V def2-TZVPD RIJCOSX def2/J DEFGRID3
* xyz 1 1
C -0.173 0.107 -0.319
C -1.083 0.600 -2.266
C -0.639 2.309 0.325
C -0.978 0.394 1.885
C -0.030 -1.993 -1.536
C 1.342 -1.423 0.526
N -0.289 0.932 0.689
N -0.669 1.460 -3.136
N -2.395 -0.037 -2.215
N 0.193 -1.121 -0.404
O 0.628 1.972 -2.825
O -2.578 -0.734 -1.223
O -1.163 1.786 -4.198
O -3.184 0.184 -3.094
H 0.036 2.539 -0.387
H -1.687 2.581 -0.034
H -0.345 2.807 1.225
H -1.924 0.696 2.009
H -1.151 -0.732 1.984
H -0.281 0.645 2.808
H 0.932 -2.642 -1.783
H -0.857 -2.594 -1.478
H -0.284 -1.227 -2.224
H 2.355 -1.408 -0.012
H 1.412 -0.931 1.423
H 1.131 -2.509 0.778
H 0.582 2.862 -3.167
*
```

Properties
E_HOMO in eV: -13.6738
Orbital gap in eV: 9.2



Model b:
The following is a DFT calculation (ωB97M-V/def2-TZVPD) of 2 unconnected molecules or ions with the total composition C6H13N4O4.

The geometry in ORCA input format:
```
! wB97M-V def2-TZVPD RIJCOSX def2/J DEFGRID3
* xyz 1 1
C 2.605 -0.029 -0.128
C 0.397 -0.184 -0.178
C 0.852 1.366 -1.951
C -1.390 1.299 -0.706
C 0.863 -1.716 1.573
C -1.365 -1.707 0.253
N 3.132 1.065 0.400
N 3.155 -1.214 -0.546
N -0.013 0.734 -0.916
N -0.012 -1.116 0.585
O 2.212 1.945 0.767
O 4.270 1.358 0.593
O 2.445 -2.201 -0.698
O 4.385 -1.249 -0.533
H 1.936 1.516 -1.565
H 0.949 0.612 -2.761
H 0.344 2.184 -2.467
H -1.296 2.427 -0.784
H -2.098 0.782 -1.416
H -1.805 1.008 0.202
H 0.314 -1.840 2.515
H 1.117 -2.749 1.174
H 1.665 -1.067 1.790
H -1.002 -2.565 -0.254
H -1.877 -2.042 1.165
H -1.951 -0.958 -0.345
H 2.568 2.836 0.892
*
```

Properties
E_HOMO in eV: -13.4528
Orbital gap in eV: 9.1



The winner here is model b, beating the second structure by 0.647 eV.



Model a:
The following is a DFT calculation (ωB97M-V/def2-TZVPD) of C10H12N2S in the gas phase.

The geometry in ORCA input format:
```
! wB97M-V def2-TZVPD RIJCOSX def2/J DEFGRID3
* xyz 0 1
C -1.133 3.891 -0.187
C -0.648 2.649 0.050
C -1.039 1.447 -0.750
N -1.695 0.461 0.082
C -1.571 -0.886 -0.017
S -2.835 -1.926 0.351
N -0.360 -1.394 -0.478
C 0.933 -0.877 -0.166
C 1.979 -1.107 -1.085
C 3.246 -0.688 -0.775
C 3.510 -0.005 0.396
C 2.489 0.222 1.298
C 1.196 -0.213 1.024
H -0.798 4.698 0.443
H -1.818 4.058 -0.990
H 0.046 2.505 0.830
H -1.724 1.788 -1.547
H -0.177 0.976 -1.287
H -2.604 0.690 0.449
H -0.398 -2.398 -0.634
H 1.719 -1.679 -1.924
H 4.072 -0.876 -1.477
H 4.569 0.309 0.622
H 2.686 0.710 2.211
H 0.401 -0.032 1.726
*
```

Properties
E_HOMO in eV: -8.1819
SMILES: C=CCNC(=S)Nc1ccccc1
Orbital gap in eV: 9.0



Model b:
The following is a DFT calculation (ωB97M-V/def2-TZVPD) of C10H12N2S in the gas phase.

The geometry in ORCA input format:
```
! wB97M-V def2-TZVPD RIJCOSX def2/J DEFGRID3
* xyz 0 1
H 2.114 2.756 -1.311
N 1.275 2.231 -1.354
C 0.832 2.013 -0.175
C -0.533 1.337 -0.131
N -1.557 2.073 -0.227
C -2.914 1.788 -0.192
S -3.430 -0.101 -0.141
C -1.904 -0.790 -0.478
C -1.544 -1.925 -1.076
C -0.103 -2.021 -1.155
C 0.553 -1.068 -0.473
C 2.033 -0.950 -0.571
C -0.490 -0.188 0.165
C -0.468 -0.293 1.701
H 1.226 2.122 0.882
H -3.228 2.305 0.718
H -3.328 2.354 -0.936
H -2.384 -2.422 -1.562
H 0.288 -2.860 -1.626
H 2.239 -0.072 0.086
H 2.247 -0.866 -1.659
H 2.756 -1.831 -0.210
H -1.210 0.303 2.067
H 0.588 -0.011 2.122
H -0.739 -1.381 2.042
*
```

Properties
E_HOMO in eV: -7.7134
SMILES: [H]/N=C/C1=NCSC2=CC=C(C)[C@]21C
Orbital gap in eV: 8.5



The winner here is model a, beating the second structure by 3.416 eV.



Model a:
The following is a DFT calculation (ωB97M-V/def2-TZVPD) of C8H10N2O in the gas phase.

The geometry in ORCA input format:
```
! wB97M-V def2-TZVPD RIJCOSX def2/J DEFGRID3
* xyz 0 1
C -1.560 -1.071 1.708
C -1.170 -2.489 1.603
C 0.280 -1.345 0.616
C -0.599 -0.352 0.982
C -0.205 -2.610 0.566
C 1.168 0.801 -0.689
C 1.880 0.989 -1.902
C -0.551 2.654 -0.928
N -0.555 0.970 0.774
N 0.176 1.460 -0.314
O 0.409 -3.741 0.145
H -2.198 -0.673 2.421
H -1.457 -3.339 2.124
H 2.953 0.970 -1.673
H 1.649 1.728 -2.777
H 1.905 -0.020 -2.245
H 0.101 3.424 -1.149
H -1.236 2.482 -1.691
H -1.100 3.010 -0.004
H -0.702 1.454 1.642
H 0.812 -4.303 0.788
*
```

Properties
E_HOMO (spin up / spin down) in eV: -6.8876 / -6.8870
Orbital gap (spin up / spin down) in eV: 6.6 / 6.6



Model b:
The following is a DFT calculation (ωB97M-V/def2-TZVPD) of C8H10N2O in the gas phase.

The geometry in ORCA input format:
```
! wB97M-V def2-TZVPD RIJCOSX def2/J DEFGRID3
* xyz 0 1
C -2.638 -0.476 -0.534
C -1.198 -0.644 -0.181
C -0.703 -1.739 0.407
C 0.704 -1.860 0.706
N 1.601 -1.007 0.446
C 1.326 0.239 -0.179
C 1.886 1.337 0.728
O 1.918 0.269 -1.449
C -0.315 0.517 -0.533
C -0.769 1.715 0.108
N -1.142 2.659 0.635
H -2.743 -0.274 -1.599
H -3.050 0.381 0.002
H -3.213 -1.362 -0.281
H -1.345 -2.572 0.648
H 1.040 -2.764 1.199
H 2.885 1.042 1.046
H 1.265 1.466 1.609
H 1.939 2.278 0.184
H 2.866 0.121 -1.346
H -0.315 0.672 -1.617
*
```

Properties
E_HOMO in eV: -9.5921
SMILES: CC1=CC=N[C@@](C)(O)[C@@H]1C#N
Orbital gap in eV: 9.8



The winner here is model b, beating the second structure by 8.304 eV.



Model a:
The following is a DFT calculation (ωB97M-V/def2-TZVPD) of 3 unconnected molecules or ions with the total composition C6H16N2O.

The geometry in ORCA input format:
```
! wB97M-V def2-TZVPD RIJCOSX def2/J DEFGRID3
* xyz 0 1
H -1.404 -1.166 1.454
N -1.973 -0.344 1.251
C -2.349 -0.352 0.001
C -3.288 0.744 -0.436
N -1.785 -1.133 -0.932
H -2.702 1.621 -0.721
H -3.939 1.034 0.385
H -3.893 0.432 -1.287
H -0.549 -1.232 -0.830
H -2.105 -0.975 -1.879
C 1.026 -1.132 -0.845
C 1.717 -0.212 -0.080
C 2.247 -0.609 1.264
C 2.369 0.974 -0.720
H 1.094 -2.170 -0.533
H 1.071 -1.004 -1.921
H 1.657 -1.408 1.708
H 2.256 0.240 1.942
H 3.281 -0.961 1.154
H 1.889 1.239 -1.656
H 3.424 0.750 -0.906
H 2.325 1.836 -0.064
O 0.092 1.262 0.885
H 0.289 1.848 1.626
H -0.749 0.720 1.141
*
```

Properties
E_HOMO in eV: -8.6506
SMILES: [H]/N=C(/C)N.C=C(C)C.O
Orbital gap in eV: 9.4



Model b:
The following is a DFT calculation (ωB97M-V/def2-TZVPD) of 2 unconnected molecules or ions with the total composition C6H16N2O.

The geometry in ORCA input format:
```
! wB97M-V def2-TZVPD RIJCOSX def2/J DEFGRID3
* xyz 0 1
C -3.098 -1.237 -0.284
N -2.386 -0.390 -1.218
C -0.969 -0.697 -1.386
C -0.033 0.173 -0.503
C 0.246 -0.489 0.859
C 1.726 -0.969 0.755
C 2.281 -0.363 -0.521
N 1.229 0.509 -1.078
H -2.634 -1.389 0.699
H -3.291 -2.202 -0.743
H -4.083 -0.812 -0.053
H -2.497 0.577 -0.939
H -0.823 -1.758 -1.181
H -0.689 -0.544 -2.431
H -0.640 1.061 -0.297
H 0.214 0.206 1.686
H -0.434 -1.301 1.074
H 2.271 -0.622 1.621
H 1.764 -2.060 0.764
H 3.254 0.135 -0.484
H 2.466 -1.130 -1.281
H 1.479 1.480 -1.143
O 1.143 2.851 2.679
H 0.299 2.398 2.530
H 1.036 3.667 2.151
*
```

Properties
E_HOMO in eV: -8.3198
SMILES: CNC[C@H]1CCCN1.O
Orbital gap in eV: 8.9



Model c:
The following is a DFT calculation (ωB97M-V/def2-TZVPD) of C6H16N2O in the gas phase.

The geometry in ORCA input format:
```
! wB97M-V def2-TZVPD RIJCOSX def2/J DEFGRID3
* xyz 0 1
C 2.332 1.021 0.991
C 0.821 0.896 1.201
N 0.179 2.122 0.739
C 0.263 -0.496 0.617
C -0.695 -0.490 -0.577
C -2.019 0.238 -0.312
N -0.029 0.064 -1.752
C -1.070 -2.064 -0.866
O 0.073 -2.883 -1.107
H 2.860 0.145 1.383
H 2.732 1.902 1.508
H 2.580 1.128 -0.071
H 0.652 0.831 2.284
H 0.626 2.449 -0.117
H 0.333 2.855 1.431
H 1.141 -1.106 0.375
H -0.235 -0.987 1.463
H -2.503 -0.146 0.592
H -2.716 0.100 -1.148
H -1.909 1.318 -0.195
H -0.149 1.074 -1.768
H -0.438 -0.321 -2.602
H -1.692 -2.119 -1.766
H -1.649 -2.502 -0.045
H 0.512 -3.032 -0.257
*
```

Properties
E_HOMO in eV: -9.1082
SMILES: C[C@@H](N)C[C@@](C)(N)CO
Orbital gap in eV: 10.0



The winner here is model c, beating the second structure by 0.412 eV.